#A
{
  "formula": "C3H15N4",
  "method": "wB97M-V/def2-TZVPD",
  "species": ["C", "N", "C", "N", "H", "H", "H", "H", "H", "H", "H", "H", "H", "N", "C", "N", "H", "H", "H", "H", "H", "H"],
  "coordinates": [[1.341, -1.463, -1.264], [1.248, -1.700, -2.702], [1.583, 0.029, -1.120], [1.677, 0.441, 0.332], [2.184, -2.031, -0.874], [0.452, -1.759, -0.693], [1.447, -2.653, -2.979], [0.307, -1.536, -3.038], [0.804, 0.662, -1.549], [2.486, 0.346, -1.639], [2.076, 1.372, 0.396], [0.651, 0.411, 0.790], [2.259, -0.186, 0.884], [-0.820, 0.280, 1.483], [-1.936, 1.177, 1.031], [-3.079, 1.291, 1.884], [-0.717, 0.434, 2.481], [-1.139, -0.675, 1.397], [-1.493, 2.167, 0.919], [-2.247, 0.853, 0.042], [-3.521, 0.402, 2.072], [-2.846, 1.712, 2.773]],
  "homo_energy_ev": -13.18,
  "e_lumo_ev": -3.00,
  "spin_multiplicity": 1,
  "total_charge": 1
}



#B
{
  "formula": "C3H15N4",
  "method": "wB97M-V/def2-TZVPD",
  "species": ["N", "C", "N", "H", "H", "H", "H", "H", "H", "C", "N", "C", "N", "H", "H", "H", "H", "H", "H", "H", "H", "H"],
  "coordinates": [[1.092, -2.448, -2.088], [2.092, -1.480, -1.587], [1.613, -0.175, -0.941], [0.474, -2.711, -1.388], [0.489, -2.023, -2.789], [2.651, -1.958, -0.775], [2.733, -1.198, -2.426], [0.762, 0.042, -1.561], [1.140, -0.591, -0.109], [-1.196, 1.101, 1.939], [-0.117, 0.420, 2.715], [-0.924, 0.993, 0.442], [-2.128, 1.427, -0.366], [-1.458, 2.164, 2.161], [-2.126, 0.516, 2.137], [0.718, 0.869, 2.388], [-0.219, 0.661, 3.671], [-0.881, -0.089, 0.208], [0.003, 1.454, 0.085], [-1.951, 1.557, -1.362], [-2.911, 0.740, -0.273], [-2.472, 2.320, 0.025]],
  "homo_energy_ev": -12.41,
  "e_lumo_ev": -4.08,
  "spin_multiplicity": 1,
  "total_charge": 1
}



On energetic grounds, #A is preferred over the next structure by 159.0 kJ/mol.



#A
{
  "formula": "C6H18O3",
  "method": "wB97M-V/def2-TZVPD",
  "species": ["C", "O", "C", "C", "C", "C", "C", "H", "H", "H", "H", "H", "H", "H", "H", "H", "H", "H", "H", "H", "H", "H", "H", "O", "H", "H", "O"],
  "coordinates": [[1.845, -0.909, -0.841], [2.314, 0.312, -0.213], [0.499, -1.373, -0.402], [-0.675, -0.661, -1.116], [-1.782, -0.089, -0.116], [-1.064, 0.780, 0.949], [-2.670, 0.841, -0.952], [2.645, -1.635, -0.581], [2.156, -0.818, -1.877], [2.347, 0.225, 0.737], [0.471, -1.315, 0.681], [0.399, -2.421, -0.699], [-0.394, 0.174, -1.753], [-1.298, -1.388, -1.636], [-2.364, -0.889, 0.328], [-0.061, 0.417, 1.115], [-1.604, 0.884, 1.886], [-0.873, 1.733, 0.454], [-2.998, 0.328, -1.858], [-2.454, 1.901, -1.080], [-3.606, 0.964, -0.385], [2.550, -2.144, 2.215], [2.339, -0.970, 3.066], [1.954, -1.824, 2.905], [1.362, 2.221, -0.565], [0.246, 2.708, 0.267], [0.716, 2.949, -0.531]],
  "homo_energy_ev": -10.45,
  "e_lumo_ev": 0.29,
  "spin_multiplicity": 1,
  "total_charge": 0,
  "smiles": "CC(C)CCCO.O.O"
}



#B
{
  "formula": "C6H18O3",
  "method": "wB97M-V/def2-TZVPD",
  "species": ["C", "C", "O", "H", "H", "H", "H", "H", "H", "C", "C", "O", "H", "H", "H", "H", "H", "H", "C", "C", "O", "H", "H", "H", "H", "H", "H"],
  "coordinates": [[-0.439, -1.153, -1.140], [-0.409, -0.067, -0.080], [0.578, -0.328, 0.917], [0.426, -1.178, -1.801], [-1.314, -1.019, -1.798], [-0.668, -2.153, -0.762], [-1.399, -0.011, 0.374], [-0.236, 0.891, -0.580], [1.385, 0.087, 0.600], [-4.331, 1.174, 0.676], [-5.121, 0.388, -0.323], [-5.947, 1.254, -1.134], [-3.677, 1.931, 0.244], [-3.735, 0.471, 1.280], [-4.893, 1.709, 1.448], [-5.767, -0.344, 0.173], [-4.480, -0.170, -1.006], [-6.827, 1.293, -0.756], [4.534, -0.655, 0.885], [5.433, 0.266, 0.077], [6.380, -0.483, -0.692], [3.738, -0.092, 1.395], [5.071, -1.102, 1.728], [4.013, -1.417, 0.311], [5.942, 0.967, 0.737], [4.812, 0.737, -0.684], [6.930, -0.994, -0.089]],
  "homo_energy_ev": -10.44,
  "e_lumo_ev": 0.72,
  "spin_multiplicity": 1,
  "total_charge": 0,
  "smiles": "CCO.CCO.CCO"
}



On energetic grounds, #A is preferred over the next structure by 5.2 kJ/mol.



#A
{
  "formula": "C2H5BrSi",
  "method": "wB97M-V/def2-TZVPD",
  "species": ["C", "C", "Si", "Br", "H", "H", "H", "H", "H"],
  "coordinates": [[1.930, -0.103, 0.578], [-0.155, 1.219, 0.028], [-1.117, -0.277, -0.552], [-0.488, 2.153, 1.582], [1.436, -1.090, 0.710], [2.788, 0.035, -0.214], [-1.908, -1.170, 0.362], [-2.244, 0.309, -1.241], [-0.243, -1.075, -1.254]],
  "homo_energy_ev": [-8.67, -8.46],
  "e_lumo_ev": [-1.16, -1.67],
  "spin_multiplicity": 1,
  "total_charge": 0
}



#B
{
  "formula": "C2H5BrSi",
  "method": "wB97M-V/def2-TZVPD",
  "species": ["C", "C", "Si", "Br", "H", "H", "H", "H", "H"],
  "coordinates": [[-0.283, 0.844, -0.052], [0.150, 1.986, -0.034], [-1.197, -0.709, 0.475], [2.931, -1.239, -1.689], [2.279, -0.850, -0.551], [0.542, 2.974, -0.008], [-0.685, -1.952, -0.095], [-2.476, -0.140, 0.025], [-1.262, -0.914, 1.929]],
  "homo_energy_ev": -10.45,
  "e_lumo_ev": 0.79,
  "spin_multiplicity": 1,
  "total_charge": 0,
  "smiles": "C#C[SiH3].Br"
}



On energetic grounds, #B is preferred over the next structure by 590.9 kJ/mol.



#A
{
  "formula": "C6H12NO",
  "method": "wB97M-V/def2-TZVPD",
  "species": ["O", "C", "C", "C", "C", "C", "C", "N", "H", "H", "H", "H", "H", "H", "H", "H", "H", "H", "H", "H"],
  "coordinates": [[-0.239, -2.272, -2.062], [-0.573, -1.498, -1.214], [0.476, -0.922, -0.223], [0.719, 0.566, -0.367], [-0.566, 1.394, -0.305], [-1.280, 1.664, 2.114], [-1.408, 1.140, 0.909], [1.739, -1.682, -0.504], [-1.588, -1.158, -0.960], [0.147, -1.255, 0.763], [1.228, 0.818, -1.291], [1.408, 0.859, 0.429], [-0.187, 2.421, -0.279], [-1.176, 1.451, -1.208], [-1.991, 1.392, 2.883], [-0.540, 2.391, 2.422], [-2.212, 0.436, 0.767], [2.285, -1.286, -1.272], [1.493, -2.594, -0.925], [2.266, -1.865, 0.323]],
  "homo_energy_ev": -13.44,
  "e_lumo_ev": -3.63,
  "spin_multiplicity": 1,
  "total_charge": 1,
  "smiles": "C=CCC[C@H]([NH3+])C=O"
}



#B
{
  "formula": "C6H12NO",
  "method": "wB97M-V/def2-TZVPD",
  "species": ["C", "C", "C", "C", "C", "C", "N", "O", "H", "H", "H", "H", "H", "H", "H", "H", "H", "H", "H", "H"],
  "coordinates": [[-2.468, -0.256, 0.359], [0.084, -0.202, 0.266], [-0.403, 2.289, -0.155], [1.614, -1.977, -0.797], [0.637, 1.138, 0.174], [1.197, -1.311, 0.507], [-1.096, -0.620, 0.472], [-3.033, -0.092, -0.791], [-2.957, -0.355, 1.343], [-0.871, 2.818, 0.698], [0.000, 3.065, -0.709], [-1.200, 1.873, -0.822], [0.876, -2.195, -1.583], [2.124, -2.940, -0.587], [2.411, -1.289, -1.390], [1.324, 1.338, 1.091], [1.381, 1.133, -0.715], [2.146, -1.104, 0.865], [0.746, -1.949, 1.292], [-3.983, -0.221, -0.879]],
  "homo_energy_ev": -14.92,
  "e_lumo_ev": -4.91,
  "spin_multiplicity": 1,
  "total_charge": 1,
  "smiles": "CCC(CC)=[N+]=CO"
}



#C
{
  "formula": "C6H12NO",
  "method": "wB97M-V/def2-TZVPD",
  "species": ["C", "O", "C", "C", "C", "C", "C", "N", "H", "H", "H", "H", "H", "H", "H", "H", "H", "H", "H", "H"],
  "coordinates": [[0.481, -1.241, 0.792], [0.074, -0.650, -0.370], [1.176, -0.081, 1.611], [0.158, 1.137, 1.765], [-0.078, 1.907, 0.431], [0.223, 3.236, 0.225], [-1.301, -2.035, -2.705], [-0.999, -3.237, -3.145], [1.249, -2.077, 0.709], [-0.344, -1.636, 1.451], [-1.837, -3.589, -3.645], [2.076, 0.310, 1.085], [1.487, -0.405, 2.621], [0.297, 1.906, 2.562], [-0.770, 0.637, 2.081], [0.162, 3.930, 1.079], [0.560, 3.574, -0.762], [-0.621, -1.578, -1.919], [-1.730, -1.347, -3.411], [-0.262, 1.238, -0.453]],
  "homo_energy_ev": -13.25,
  "e_lumo_ev": -9.15,
  "spin_multiplicity": 1,
  "total_charge": 1
}



On energetic grounds, #A is preferred over the next structure by 119.4 kJ/mol.



#A
{
  "formula": "C5H15NP",
  "method": "wB97M-V/def2-TZVPD",
  "species": ["C", "C", "C", "C", "C", "N", "P", "H", "H", "H", "H", "H", "H", "H", "H", "H", "H", "H", "H", "H", "H", "H"],
  "coordinates": [[0.930, -1.116, -1.852], [0.479, 2.351, -0.898], [-2.563, -0.092, 1.782], [0.950, -1.045, 1.564], [-0.487, -0.886, -1.098], [0.876, 1.392, 0.144], [-0.130, 0.092, 0.465], [1.252, -1.929, -1.051], [0.907, -1.529, -2.882], [1.721, -0.339, -1.766], [-0.409, 2.022, -1.475], [0.300, 3.309, -0.408], [1.468, 2.298, -1.493], [-2.690, 0.968, 1.719], [-2.236, -0.243, 2.781], [-3.197, -0.688, 1.220], [0.567, -1.992, 1.118], [0.758, -0.934, 2.633], [1.983, -1.122, 1.331], [-0.998, -1.825, -0.751], [-1.215, -0.275, -1.642], [1.734, 1.583, 0.559]],
  "homo_energy_ev": [-13.03, -13.00],
  "e_lumo_ev": [-5.40, -5.08],
  "spin_multiplicity": 1,
  "total_charge": 1
}



#B
{
  "formula": "C5H15NP",
  "method": "wB97M-V/def2-TZVPD",
  "species": ["C", "C", "C", "C", "C", "N", "P", "H", "H", "H", "H", "H", "H", "H", "H", "H", "H", "H", "H", "H", "H", "H"],
  "coordinates": [[3.823, 0.292, 0.359], [-3.585, -0.681, 0.394], [2.716, -0.492, -0.419], [1.410, 0.141, -0.087], [-2.196, -0.642, -0.392], [0.326, 0.189, -0.714], [-1.503, 1.010, 0.108], [4.230, 1.200, -0.104], [3.330, 0.513, 1.248], [4.779, -0.271, 0.552], [-4.267, -0.035, -0.015], [-3.915, -1.626, 0.238], [-3.441, -0.555, 1.409], [2.846, -0.382, -1.422], [2.475, -1.595, -0.047], [1.339, 0.707, 0.906], [-1.407, -1.245, 0.003], [-2.311, -0.754, -1.535], [-0.925, 2.115, -0.558], [0.080, -0.273, -1.534], [-0.882, 0.753, 1.338], [-2.922, 1.632, 0.272]],
  "homo_energy_ev": -14.18,
  "e_lumo_ev": -3.25,
  "spin_multiplicity": 1,
  "total_charge": 1,
  "smiles": "CC/C=[NH+]/[PH3]CC"
}



On energetic grounds, #B is preferred over the next structure by 31.6 kJ/mol.



#A
{
  "formula": "C5H15NP",
  "method": "wB97M-V/def2-TZVPD",
  "species": ["C", "C", "C", "C", "C", "N", "P", "H", "H", "H", "H", "H", "H", "H", "H", "H", "H", "H", "H", "H", "H", "H"],
  "coordinates": [[-2.692, -0.685, 0.241], [1.211, 1.787, -0.394], [-1.546, 0.175, -0.190], [-0.259, -0.618, 0.053], [1.308, 0.561, 0.519], [0.250, -1.407, -1.065], [2.724, -0.589, 0.585], [-3.587, -0.187, 0.180], [-2.752, -1.811, -0.012], [-2.513, -0.798, 1.272], [1.531, 1.483, -1.414], [0.188, 2.250, -0.444], [1.927, 2.598, -0.075], [-1.582, 0.481, -1.271], [-1.550, 1.152, 0.341], [-0.340, -1.023, 1.034], [0.873, 0.722, 1.471], [-0.191, -2.424, -1.096], [1.214, -1.573, -0.775], [0.006, -1.055, -1.911], [2.878, -0.518, 2.023], [3.661, 0.284, 0.326]],
  "homo_energy_ev": -13.45,
  "e_lumo_ev": -3.31,
  "spin_multiplicity": 1,
  "total_charge": 1
}



#B
{
  "formula": "C5H15NP",
  "method": "wB97M-V/def2-TZVPD",
  "species": ["C", "C", "C", "C", "C", "N", "P", "H", "H", "H", "H", "H", "H", "H", "H", "H", "H", "H", "H", "H", "H", "H"],
  "coordinates": [[-1.607, -1.218, -0.775], [-2.798, 0.763, 0.140], [2.623, 1.239, -0.356], [2.250, -1.359, 0.601], [-0.375, 0.453, 0.414], [-1.546, 0.277, -0.444], [1.511, -0.232, -0.664], [-2.073, -1.643, 0.013], [-2.327, -1.487, -1.541], [-0.522, -1.650, -1.078], [-3.084, 0.084, 0.829], [-2.475, 1.729, 0.630], [-3.419, 0.840, -0.718], [2.416, 1.764, 0.638], [2.602, 1.834, -1.185], [3.531, 0.890, -0.086], [2.254, -1.008, 1.551], [3.354, -1.325, 0.522], [1.718, -2.273, 0.682], [-0.317, 1.543, 0.768], [-0.489, -0.078, 1.384], [-1.227, 0.858, -1.325]],
  "homo_energy_ev": -12.93,
  "e_lumo_ev": -3.14,
  "spin_multiplicity": 1,
  "total_charge": 1,
  "smiles": "C[NH+](C)CP(C)C"
}



#C
{
  "formula": "C5H15NP",
  "method": "wB97M-V/def2-TZVPD",
  "species": ["C", "C", "C", "C", "C", "N", "P", "H", "H", "H", "H", "H", "H", "H", "H", "H", "H", "H", "H", "H", "H", "H"],
  "coordinates": [[-1.218, -1.428, -0.189], [-1.963, 0.878, 0.091], [2.023, -0.715, 1.732], [-0.859, -0.056, 0.348], [0.413, 0.506, -0.331], [0.285, 0.821, -1.836], [2.022, -0.557, -0.177], [-1.574, -1.315, -1.225], [-0.242, -2.098, -0.093], [-2.012, -1.890, 0.357], [-2.487, 0.776, -0.893], [-1.793, 1.993, 0.201], [-2.829, 0.752, 0.722], [1.343, -1.372, 2.150], [2.012, 0.392, 1.930], [2.856, -1.201, 2.170], [-0.656, -0.082, 1.464], [0.839, 1.358, 0.208], [1.249, 0.873, -2.244], [-0.121, 1.816, -2.026], [-0.288, 0.067, -2.310], [3.001, 0.483, -0.050]],
  "homo_energy_ev": -13.01,
  "e_lumo_ev": -3.67,
  "spin_multiplicity": 1,
  "total_charge": 1,
  "smiles": "CP[C@@H]([NH3+])C(C)C"
}



On energetic grounds, #C is preferred over the next structure by 119.8 kJ/mol.